Entry 1:
Computed, not measured: C5H6O in the gas phase, with ωB97M-V with the def2-TZVPD basis set.

```
12
Properties=species:S:1:pos:R:3:forces:R:3:nbo_charge:R:1
H 3.7609 -0.2103 0.4993 -0.148 0.060 -0.026 0.1346
C -1.7840 0.4906 -0.6497 -0.100 0.097 -0.046 -0.5939
H -1.3071 -1.6407 -0.6168 0.079 0.084 0.004 0.2332
C 2.7822 0.2367 0.7479 0.013 0.241 0.246 0.3637
C -1.0005 -0.7196 -0.1146 -0.066 -0.088 0.043 -0.4896
O 2.6747 1.0859 1.6059 0.286 -0.298 -0.356 -0.4889
C 0.4454 -0.5284 -0.1490 0.487 0.122 0.176 0.1139
H -1.2153 -0.8570 0.9516 -0.104 -0.018 -0.116 0.2417
H -1.2254 1.4192 -0.5023 -0.076 -0.167 0.005 0.2225
H -2.0000 0.3830 -1.7173 0.087 0.055 0.180 0.2129
H -2.7324 0.5853 -0.1122 0.099 -0.054 -0.172 0.2158
C 1.6016 -0.2446 0.0573 -0.557 -0.035 0.063 -0.1659
```
Forces are in eV/Å.

The LUMO energy comes out at 0.33 eV. As for the HOMO-LUMO gap: 10.4628 eV. The HOMO energy is -10.130 eV. Its net charge is 0. The energy comes out at -7327.2586 eV. Its energy relative to the best compared isomer or geometry (same formula, charge and spin) is 195.5 kJ/mol.



Entry 2:
Computed, not measured: C4H7NO2 in the gas phase, with ωB97M-V with the def2-TZVPD basis set.

```
14
Properties=species:S:1:pos:R:3:forces:R:3:nbo_charge:R:1
H 0.1019 2.7242 1.8065 0.329 -0.372 -0.376 0.1940
O 1.6724 -0.9795 0.3373 -0.483 -0.214 -0.353 -0.6143
O -1.3275 1.9405 0.4795 0.117 0.499 -0.304 -0.4605
C 0.0305 2.1974 0.8520 -0.406 -1.063 1.059 -0.1907
C 0.6596 -1.1447 -0.3255 0.145 0.088 0.214 0.6751
H -1.4116 -0.5432 -0.5056 0.131 -0.079 -0.117 0.2282
H -0.3597 -2.3836 -1.6863 0.134 0.186 0.243 0.3963
H 0.8591 1.8073 0.3205 1.280 2.005 -1.925 0.2199
C -0.5674 0.8316 0.8227 -0.137 -0.939 0.441 0.0815
C -0.4230 -0.0804 -0.3983 -0.156 -0.047 0.240 -0.5416
H -0.2742 0.5021 -1.3244 0.079 0.038 0.442 0.2440
H 1.1622 -2.9669 -1.1163 -0.097 0.173 0.044 0.4047
N 0.4237 -2.2801 -1.0589 0.222 0.123 0.119 -0.8280
H -0.5459 0.3752 1.7968 -1.156 -0.398 0.272 0.1913
```
Forces are in eV/Å.

The LUMO energy comes out at 0.78 eV. As for the HOMO-LUMO gap: 10.5531 eV. The HOMO energy is -9.770 eV. Its net charge is 0. The energy comes out at -9844.4480 eV. Its energy relative to the best compared isomer or geometry (same formula, charge and spin) is 273.2 kJ/mol.



Entry 3:
Computed, not measured: 2 unconnected molecules or ions with the total composition C3H6O3, with ωB97M-V with the def2-TZVPD basis set.

```
12
Properties=species:S:1:pos:R:3:forces:R:3:nbo_charge:R:1
H 1.3577 -0.3105 2.1526 -0.073 -0.051 -0.122 0.2192
C -1.7823 1.3027 -1.6523 -0.109 0.115 -0.014 1.0439
H -0.7088 -0.9692 -0.6164 0.123 0.029 -0.092 0.4668
H 0.3789 1.0669 0.3013 0.045 -0.160 -0.030 0.1565
C 0.7858 0.0648 0.0957 0.229 0.144 0.208 -0.0631
H 1.1754 -1.7756 1.1608 -0.035 0.133 0.036 0.2134
O 0.0825 -0.5474 -0.9760 -0.191 -0.119 0.058 -0.7274
H 1.8116 0.2010 -0.2606 -0.129 -0.011 0.052 0.1794
O -1.0377 2.1958 -1.7191 -0.513 -0.641 0.012 -0.5143
C 0.7671 -0.7795 1.3588 -0.021 -0.051 0.013 -0.6396
H -0.2582 -0.8948 1.7334 0.138 0.013 -0.050 0.1993
O -2.5720 0.4457 -1.5782 0.537 0.597 -0.070 -0.5340
```
Forces are in eV/Å.

The LUMO energy comes out at 0.64 eV. As for the HOMO-LUMO gap: 11.2167 eV. The HOMO energy is -10.573 eV. Its net charge is 0. The energy comes out at -9351.2953 eV. Its energy relative to the best compared isomer or geometry (same formula, charge and spin) is 2.1 kJ/mol.



Entry 4:
Computed, not measured: 3 unconnected molecules or ions with the total composition C24H50ClN3O3, with ωB97M-V with the def2-TZVPD basis set.

```
81
Properties=species:S:1:pos:R:3:forces:R:3:mulliken_charge:R:1
H 1.3726 -4.4212 0.1528 0.041 -0.037 0.008 0.4244
C -6.8279 -1.7148 -2.1675 -0.096 0.054 0.013 -1.7307
H -6.5700 -2.2649 0.4873 -0.024 0.012 -0.006 0.4572
C -5.3827 0.2595 -1.5584 0.082 0.230 -0.109 -0.9353
H -8.4559 0.2420 -3.4220 0.031 -0.024 0.011 0.3078
H 5.3990 -3.6538 -2.1378 0.000 -0.049 0.062 0.3311
H 0.8965 -4.3078 -1.5571 -0.014 -0.196 0.062 0.3500
H -5.9808 -2.3590 -2.4034 0.035 -0.002 0.043 0.4387
H 7.9543 2.6057 2.4062 -0.028 -0.042 -0.051 0.3784
H 3.1947 1.4585 1.8926 -0.006 -0.024 -0.009 0.3376
C -0.0314 -2.8618 -0.3141 0.135 0.049 -0.204 -0.5801
H -2.7728 -2.2365 -1.9150 0.074 -0.108 -0.089 0.2664
C -9.0433 0.3846 -2.5175 0.048 -0.088 0.052 -1.8090
N -7.5828 0.0108 -0.5043 0.464 0.413 -0.139 0.5082
H 5.4425 1.0890 4.8271 0.003 -0.017 0.030 0.3357
C 6.9962 3.1272 2.4925 0.083 -0.025 0.202 -1.2318
H 6.0359 -1.1331 2.6682 0.010 0.023 -0.048 0.3972
O -0.8378 -2.7271 -1.4721 -0.007 -0.178 -0.131 -0.3649
C 5.2809 -1.7874 -1.0435 0.079 0.012 -0.085 -0.5090
H -4.5624 -0.2917 -2.0251 0.017 -0.010 -0.015 0.1245
H 4.2062 3.2774 0.4315 0.003 -0.006 -0.009 0.3619
H -4.9591 0.7976 -0.7046 -0.073 -0.044 0.060 0.4153
H 4.4759 -1.0362 1.8480 -0.041 0.013 0.044 0.4313
N 5.7485 1.2920 1.4475 0.427 0.162 0.500 0.7279
H 6.3514 -1.7371 -1.2392 -0.016 0.012 -0.027 0.3824
H 5.4905 3.4131 4.0255 -0.018 -0.006 -0.032 0.2922
H 4.3325 3.7349 2.1299 0.011 -0.017 0.017 0.2879
H -0.6212 -3.3083 0.4911 -0.060 0.000 0.060 0.4129
H -5.4218 -0.9846 0.8775 -0.070 0.050 -0.021 0.3809
O -7.4070 0.3974 0.6987 -0.158 -0.093 0.339 -0.6248
C -6.4157 -0.7469 -1.0495 -0.025 -0.476 -0.289 1.6324
H 7.8368 2.3360 0.0254 -0.027 -0.031 0.009 0.3778
C 5.9815 1.3038 3.9013 0.163 0.077 0.096 -1.3663
H 2.2404 -2.3752 -1.7233 -0.044 0.185 0.022 0.2123
H 7.1249 3.9449 -0.1479 -0.019 0.028 0.001 0.4302
C 3.5552 -3.7226 -1.0848 -0.277 0.216 -0.268 -0.0673
C -1.9567 -1.9048 -1.2733 -0.227 0.288 0.100 -0.6982
H -7.6516 -2.3498 -1.8398 -0.001 -0.004 0.012 0.3584
H -8.7240 2.3543 0.2922 0.017 -0.044 0.018 0.3816
H 3.0843 0.6658 3.4572 0.047 -0.042 0.032 0.4834
H 6.8949 0.7016 3.9194 -0.005 -0.009 -0.076 0.4224
H 5.1660 -1.9079 0.0278 0.001 -0.008 0.063 -0.1455
H -5.0114 -2.1910 -0.3432 -0.003 -0.025 -0.037 0.3475
H -5.2131 2.0123 -2.7944 0.003 0.006 -0.031 0.4070
H -6.2502 0.7857 -3.4761 -0.023 -0.030 0.017 0.3103
C 1.1646 -3.7324 -0.6641 -0.004 0.188 0.124 -0.7564
C -9.2268 1.8129 -0.5038 -0.061 0.092 0.076 -1.8853
H 4.8653 -0.8213 -1.3238 -0.106 0.016 0.066 0.2773
C 6.3631 2.7815 3.8384 -0.047 -0.017 -0.053 -0.4802
H 4.5482 -1.0199 3.6150 -0.023 0.002 0.021 0.5162
C -5.8232 -1.5898 0.0684 0.140 -0.041 0.195 -1.7374
H -9.4474 -0.5805 -2.2136 -0.017 0.002 0.014 0.3266
O 6.6556 0.5015 1.0226 -0.007 -0.274 -0.282 -0.6235
C 5.0479 -0.6826 2.7066 0.029 -0.110 0.006 -2.0146
C -5.9734 1.2729 -2.5375 -0.062 -0.032 0.056 -0.6302
H -9.7531 2.5305 -1.1337 -0.018 0.004 -0.028 0.4523
H 0.3285 -1.8791 0.0066 -0.023 0.024 0.160 0.3440
C 6.9015 2.8882 0.0033 0.124 0.022 -0.072 -1.9088
H 4.1834 -2.5478 -2.7307 -0.027 -0.162 -0.080 0.3415
H 7.2081 4.1970 2.4296 0.010 0.024 0.005 0.3985
H -6.8290 2.6283 -1.1077 -0.015 -0.053 0.049 0.4064
C 3.6732 1.3669 2.8673 0.032 0.060 -0.094 -1.8560
H 3.6157 2.3296 3.3713 0.020 0.019 -0.023 0.3268
C -7.1775 1.9862 -1.9222 0.197 0.085 -0.027 -1.2718
C 5.1132 0.8383 2.7289 -0.468 -0.043 0.019 1.8911
H -7.1207 -1.2260 -3.0907 -0.007 0.030 0.001 0.2995
H -2.3075 -1.9377 -0.2375 -0.026 -0.074 0.043 0.3258
H -9.8840 1.0234 -2.7853 0.016 0.061 0.026 0.4921
C 4.8871 3.6408 1.2020 -0.040 -0.076 0.013 -1.6463
H 6.3151 2.5336 -0.8450 -0.010 -0.007 -0.002 0.4221
N 2.3671 -2.9304 -0.8856 0.102 -0.128 -0.201 -0.2175
H 5.2097 4.6432 0.9204 0.049 -0.003 -0.025 0.4449
H -1.7422 -0.8595 -1.5171 0.099 0.055 0.028 0.2618
H -9.9595 1.1432 -0.0517 -0.002 -0.001 -0.014 0.4451
C -8.2466 1.0369 -1.3718 -0.367 -0.112 -0.258 1.7776
C 6.1210 2.7354 1.3008 -0.303 0.276 -0.216 1.5166
H -7.6515 2.6389 -2.6591 -0.003 0.031 -0.010 0.3601
H 3.3472 -4.6512 -1.6262 0.003 -0.016 0.004 0.4492
H 7.0719 3.0024 4.6382 -0.011 0.019 0.022 0.3862
Cl 4.1352 -4.3003 0.5187 0.147 -0.165 0.216 -0.1986
C 4.6377 -2.9432 -1.8169 0.168 0.111 0.044 -0.8859
```
Forces are in eV/Å.

The LUMO energy (alpha / beta) comes out at 0.66 / 0.60 eV. As for the HOMO-LUMO gap (alpha / beta): 8.6582 / 9.8227 eV. The HOMO energy (alpha / beta) is -8.003 / -9.219 eV. Its expectation value of S² is 2.01. Its net charge is 0. The energy comes out at -48830.8522 eV. As for the spin multiplicity: 3.



Entry 5:
Computed, not measured: 2 unconnected molecules or ions with the total composition C4H14N3O, with ωB97M-V with the def2-TZVPD basis set.

```
22
Properties=species:S:1:pos:R:3:forces:R:3:nbo_charge:R:1
H -2.3993 -0.6878 -0.0153 -0.292 -0.080 0.016 0.3658
H 2.5011 -1.0458 2.6814 0.186 -0.021 0.213 0.4453
N 1.4242 1.3762 1.0941 -0.262 0.740 -0.178 -0.8176
H -0.3869 0.6039 -0.5196 0.189 -0.034 0.175 0.2283
O -5.4846 3.5938 -2.8741 0.016 -0.050 0.139 -0.9392
C -0.5054 -1.4754 0.0036 -0.339 2.083 -1.181 -0.1968
H -2.3102 -2.1458 -0.8080 -0.103 0.028 0.183 0.3799
H 3.8205 -1.6997 1.9533 0.113 0.352 -0.269 0.4538
C 2.3650 -0.7917 0.6801 0.503 -0.766 0.027 -0.2091
N 3.1837 -0.9003 1.9335 -0.926 1.081 -0.027 -0.6833
H -6.1462 2.9272 -2.6587 0.054 0.074 -0.100 0.4698
H 0.5924 -0.3565 -1.5115 0.560 -0.088 -0.020 0.2627
H 2.2104 1.9492 0.8102 0.712 -0.417 0.441 0.3965
C 1.4183 0.1380 0.4665 1.218 -0.284 -0.450 0.2500
H -0.0210 -2.3522 -0.4141 -0.144 -0.342 0.568 0.2058
N -1.8346 -1.2796 -0.6024 0.818 -0.472 0.009 -0.8441
H -5.1542 3.3604 -3.7458 -0.065 -0.032 -0.038 0.4695
C 0.3348 -0.2233 -0.4643 -1.658 0.046 -0.474 -0.4829
H 0.6804 1.9834 0.7608 -0.575 -0.510 0.371 0.3983
H -0.5347 -1.3607 1.0826 0.099 -0.913 0.348 0.1698
H 3.6410 -0.0109 2.1386 0.484 -0.263 0.164 0.4456
H 2.6053 -1.6021 0.0089 -0.588 -0.131 0.082 0.2321
```
Forces are in eV/Å.

The LUMO energy comes out at -3.60 eV. As for the HOMO-LUMO gap: 8.7892 eV. The HOMO energy is -12.393 eV. Its net charge is +1. The energy comes out at -10885.0868 eV. Its energy relative to the best compared isomer or geometry (same formula, charge and spin) is 296.6 kJ/mol.



Entry 6:
Computed, not measured: 2 unconnected molecules or ions with the total composition C3H7NO2S, with ωB97M-V with the def2-TZVPD basis set.

```
14
Properties=species:S:1:pos:R:3:forces:R:3:nbo_charge:R:1
H -0.7217 0.2562 -1.7971 -0.050 -0.286 -0.823 0.2249
H 1.0846 -2.0120 0.5914 0.438 0.241 -0.158 0.3964
H -1.1667 -0.3795 1.3590 -0.108 0.040 -1.460 0.2410
N 1.8964 -1.6165 0.0998 -0.204 -0.497 -0.907 -1.0310
O 2.7394 0.5672 -0.9504 -1.671 -1.551 1.116 -0.9167
H 1.8937 -1.9491 -0.8919 0.082 0.282 1.132 0.4010
C -1.3496 1.3625 0.0363 -1.360 -1.258 -0.053 -0.4580
H -1.1815 1.8290 0.9671 1.373 0.800 0.443 0.2597
O 1.8919 0.6266 1.3750 -0.758 -1.375 -1.176 -0.9126
C -0.6727 0.3395 -0.7468 3.634 0.082 3.114 -0.1838
H -2.4584 -0.7039 0.0602 0.439 0.481 0.119 0.2207
H -2.1723 1.7744 -0.4673 -0.877 0.998 -0.817 0.2132
C -1.5530 -0.1342 0.3285 -0.314 -1.149 0.555 -0.4668
S 1.7697 0.0397 0.0364 -0.624 3.191 -1.087 2.0119
```
Forces are in eV/Å.

The LUMO energy (alpha / beta) comes out at -0.68 / -0.68 eV. As for the HOMO-LUMO gap (alpha / beta): 8.2289 / 8.2301 eV. The HOMO energy (alpha / beta) is -8.912 / -8.912 eV. Its net charge is 0. The energy comes out at -19640.6473 eV. Its energy relative to the best compared isomer or geometry (same formula, charge and spin) is 478.3 kJ/mol.